DFT (ωB97M-V/def2-TZVPD) results for 2 unconnected molecules or ions with the total composition C7H14S in a non-equilibrium geometry.

## Properties
- LUMO energy: 0.0294 Eh
- HOMO level: -8.67 eV
- SMILES: C/C=C\C.C=C(C)S
- Energy: -673.2155 Ha
- 2S+1: 1
- Relative energy (zero: lowest compared OMol25 entry of this formula, charge and spin): 2.202 eV
- Orbital gap: 0.34815 hartree

Each line ends with the Löwdin charge.
Geometry (Å):
1 C 3.36140 2.52786 0.22524  -0.09
2 C 2.11349 3.10330 0.99282  -0.14
3 C 0.92663 2.50866 1.10353  -0.23
4 C 0.33473 1.25221 0.60490  -0.12
5 H 4.22033 2.61796 0.90238  0.06
6 H 3.70133 3.07326 -0.63656  0.06
7 H 3.25712 1.49536 0.02833  0.04
8 H 2.23160 4.17039 1.33602  0.10
9 H 0.06558 3.08688 1.45366  0.09
10 H -0.18244 0.69110 1.34371  0.05
11 H -0.29296 1.49930 -0.33451  0.11
12 H 1.16872 0.60888 0.31590  0.06
13 C -2.91590 -3.64288 -1.25263  -0.02
14 C -2.20356 -2.56122 -0.84456  -0.69
15 C -0.92183 -2.53749 -0.05822  -0.15
16 S -2.61110 -0.85611 -1.37299  0.72
17 H -2.70024 -4.67782 -1.04498  0.06
18 H -3.85509 -3.50626 -1.68053  0.02
19 H -0.64957 -3.52485 0.22664  0.06
20 H -1.12546 -2.08758 0.92772  0.08
21 H -0.04088 -2.10800 -0.45376  0.06
22 H -3.88191 -1.13294 -1.78209  -0.13

DFT (ωB97M-V/def2-TZVPD) results for C7H14Si in the gas phase in a non-equilibrium geometry.

## Properties
- LUMO energy: 0.0362 Eh
- HOMO level: -9.00 eV
- SMILES: C[Si](C)(C)C=C1CC1
- Energy: -564.5325 Ha
- 2S+1: 1
- Relative energy (zero: lowest compared OMol25 entry of this formula, charge and spin): 0.433 eV
- Orbital gap: 0.36699 hartree

Each line ends with the Löwdin charge.
Geometry (Å):
1 C 1.21183 -0.13680 1.91409  -0.17
2 Si 0.97234 -0.12916 -0.04197  0.59
3 C 0.75693 1.58494 -0.94718  -0.17
4 C 2.27735 -1.11028 -0.96260  -0.19
5 C -0.68589 -1.06054 -0.08866  -0.14
6 C -1.94938 -0.58263 -0.02386  -0.32
7 C -3.37681 -0.57356 0.26554  -0.10
8 C -2.63519 0.77060 -0.11052  -0.09
9 H 1.02854 -1.14483 2.20064  0.00
10 H 2.15182 0.17672 2.34387  0.01
11 H 0.40780 0.51690 2.20816  0.01
12 H 1.67415 1.79176 -1.37599  -0.03
13 H -0.06309 1.67067 -1.68521  0.03
14 H 0.63441 2.48727 -0.29320  0.04
15 H 3.12140 -0.49921 -1.24689  0.02
16 H 2.54818 -2.00454 -0.43772  0.02
17 H 1.82295 -1.27827 -1.90391  0.01
18 H -0.66561 -2.24592 -0.08109  0.10
19 H -4.11090 -0.95015 -0.38563  0.08
20 H -3.77058 -0.68457 1.25137  0.09
21 H -2.32211 1.35676 0.75634  0.09
22 H -2.71298 1.16237 -1.13300  0.10

DFT (ωB97M-V/def2-TZVPD) results for a gas-phase ion, C7H15BFO3 (charge -1).

## Properties
- LUMO energy: 0.1359 Eh
- HOMO level: -3.99 eV
- Energy: -626.2139 Ha
- Net charge: -1
- 2S+1: 1
- Orbital gap: 0.28265 hartree

Each line ends with the Löwdin charge.
Geometry (Å):
1 C 2.27215 2.44719 1.43207  -0.16
2 O 1.62752 1.67254 2.40552  -0.23
3 C 0.20652 1.63561 2.19879  -0.14
4 B -0.26396 0.98336 0.79105  -0.70
5 O -0.76558 1.91822 -0.24917  -0.05
6 C -1.16035 1.00969 -1.23964  -0.21
7 C -1.77119 -0.19796 -0.46625  -0.36
8 C -1.43228 -1.57198 -1.07223  -0.13
9 C -0.25849 -2.31225 -0.41592  -0.18
10 C 0.81728 -2.74968 -1.38345  -0.24
11 F 1.56192 -1.68990 -1.87599  -0.06
12 O -1.39519 -0.02527 0.86999  -0.05
13 H 1.65885 3.30442 1.13741  0.08
14 H 3.21022 2.81747 1.85682  0.07
15 H 2.51277 1.85906 0.54204  0.08
16 H -0.17771 2.66738 2.29105  0.10
17 H -0.21812 1.08605 3.04294  0.10
18 H 0.71137 0.36214 0.30827  0.12
19 H -1.89041 1.47956 -1.90972  0.11
20 H -0.30419 0.70495 -1.85942  0.11
21 H -2.86191 -0.06735 -0.52603  0.13
22 H -1.20232 -1.43743 -2.13526  0.10
23 H -2.32601 -2.19889 -1.04010  0.10
24 H 0.17578 -1.72938 0.39226  0.10
25 H -0.62165 -3.24604 0.02770  0.11
26 H 0.38530 -3.28500 -2.23495  0.11
27 H 1.50963 -3.43650 -0.88779  0.10

DFT (ωB97M-V/def2-TZVPD) results for 2 unconnected molecules or ions with the total composition C7H15BrFN3O6P2 in a non-equilibrium geometry.

## Properties
- LUMO energy: 0.1011 Eh
- HOMO level: 0.28 eV
- Energy: -4247.7889 Ha
- Net charge: -2
- 2S+1: 1
- Relative energy (zero: lowest compared OMol25 entry of this formula, charge and spin): 1.161 eV
- Orbital gap: 0.09076 hartree

Each line ends with the Löwdin charge.
Geometry (Å):
1 C 1.02451 2.61360 2.66004  -0.07
2 C 1.28385 1.59384 1.78042  -0.21
3 N 0.69003 0.29172 1.88650  0.02
4 C 0.69994 -0.50801 0.75838  -0.43
5 N -0.11110 -0.44786 -0.36202  -0.16
6 C -0.11406 0.82360 -1.11253  -0.04
7 C -1.46045 -1.02206 -0.23313  -0.16
8 C -1.98292 -1.31295 1.16458  -0.39
9 C -2.42733 -0.06073 1.92083  -0.04
10 O -3.16203 -2.15274 0.99138  -0.08
11 N 1.68919 -1.54515 0.64946  -0.28
12 F 2.54946 -1.68508 1.74883  -0.11
13 P 1.92459 -2.56403 -0.67217  0.58
14 O 1.48620 -3.99743 0.03915  -0.39
15 Br 4.22026 -2.81138 -0.68981  0.11
16 H 0.65504 3.57598 2.33834  0.01
17 H 1.11484 2.39441 3.72208  0.01
18 H 1.95734 1.75013 0.95102  0.10
19 H 0.95622 -0.20410 2.73928  0.12
20 H -0.80932 1.54194 -0.67593  0.09
21 H -0.37686 0.62888 -2.15633  0.06
22 H 0.89644 1.21163 -1.14519  0.08
23 H -2.16934 -0.31800 -0.67977  0.12
24 H -1.54896 -1.94010 -0.82501  0.12
25 H -1.31066 -1.92271 1.76199  0.13
26 H -2.58534 0.77299 1.24299  0.08
27 H -1.72271 0.21636 2.69772  0.06
28 H -3.36678 -0.29446 2.41755  0.07
29 H -3.48208 -2.02086 0.09824  0.07
30 H 1.14351 -3.79051 0.91415  0.03
31 O 1.77394 1.43004 -5.74773  -0.49
32 P 0.87468 2.24503 -4.81480  -0.17
33 O -0.30080 1.35985 -4.34813  -0.26
34 O 0.36067 3.51871 -5.49000  -0.29
35 O 1.63004 2.62946 -3.53040  -0.25